{"formula": "C21H28N3O6Rh", "method": "wB97M-V/def2-TZVPD", "largest_force_ev_per_a": 0.21, "multiplicity": 5, "e_homo_ha": [-0.543, -0.542], "orbital_gap_ev": [8.55, 5.64], "charge": 2, "total_energy_ev": -41976.5214, "elements": ["Rh", "C", "O", "C", "C", "O", "C", "C", "O", "C", "H", "H", "H", "H", "H", "H", "H", "H", "H", "H", "H", "H", "H", "H", "O", "C", "O", "C", "C", "C", "C", "C", "C", "C", "C", "C", "N", "H", "H", "H", "H", "H", "H", "N", "C", "N", "C", "C", "O", "C", "C", "H", "H", "H", "H", "H", "H", "H", "H"], "positions_angstrom": [[-0.129, -0.343, 0.034], [0.242, 1.337, -2.744], [-0.405, 1.388, -1.454], [-0.425, 2.701, -0.887], [-1.239, 2.591, 0.375], [-0.737, 1.507, 1.187], [0.162, 1.844, 2.271], [1.593, 1.611, 1.865], [1.682, 0.255, 1.438], [3.040, -0.163, 1.187], [-0.199, 2.093, -3.391], [1.314, 1.504, -2.634], [0.055, 0.352, -3.160], [0.598, 3.040, -0.701], [-0.903, 3.395, -1.582], [-1.227, 3.519, 0.945], [-2.270, 2.334, 0.137], [-0.002, 2.879, 2.570], [-0.111, 1.186, 3.094], [1.910, 2.282, 1.059], [2.249, 1.777, 2.724], [3.627, 0.000, 2.091], [3.014, -1.218, 0.941], [3.463, 0.398, 0.353], [2.115, -2.557, -2.500], [1.214, -2.008, -1.949], [1.396, -1.083, -0.982], [-0.237, -2.289, -2.240], [-0.623, -3.187, -3.239], [-1.963, -3.384, -3.437], [-2.909, -2.697, -2.645], [-4.308, -2.860, -2.806], [-5.177, -2.170, -2.014], [-4.694, -1.284, -1.022], [-3.353, -1.103, -0.842], [-2.437, -1.808, -1.652], [-1.096, -1.630, -1.490], [0.141, -3.691, -3.814], [-2.311, -4.070, -4.200], [-4.670, -3.537, -3.568], [-6.244, -2.294, -2.141], [-5.400, -0.744, -0.406], [-2.983, -0.421, -0.081], [-0.753, -1.597, 1.630], [-1.159, -2.221, 2.526], [-1.608, -2.922, 3.503], [-0.982, -2.895, 4.848], [-0.726, -4.329, 5.285], [-1.917, -5.082, 5.215], [-2.381, -5.199, 3.888], [-2.767, -3.834, 3.343], [-1.679, -2.408, 5.531], [-0.058, -2.321, 4.797], [-0.396, -4.342, 6.322], [0.052, -4.783, 4.659], [-3.255, -5.847, 3.907], [-1.613, -5.658, 3.253], [-3.598, -3.418, 3.914], [-3.035, -3.881, 2.289]], "forces_ev_per_angstrom": [[0.07, 0.02, -0.09], [-0.01, 0.01, 0.01], [-0.03, 0.01, 0.04], [0.00, 0.00, 0.00], [0.02, 0.00, -0.01], [-0.03, 0.01, 0.02], [-0.01, 0.01, 0.01], [-0.01, 0.00, 0.01], [0.03, -0.01, -0.02], [0.00, 0.03, 0.01], [0.00, 0.00, -0.01], [0.00, 0.00, 0.00], [0.00, 0.00, 0.00], [0.00, 0.00, 0.00], [0.00, -0.01, -0.01], [0.01, 0.00, 0.00], [0.00, 0.00, 0.00], [-0.02, 0.00, 0.00], [0.01, -0.01, 0.00], [0.00, 0.00, 0.00], [0.00, -0.01, 0.00], [0.00, 0.00, 0.00], [0.00, -0.01, 0.00], [0.00, 0.00, 0.00], [0.01, 0.06, -0.06], [0.01, -0.15, 0.15], [-0.01, -0.03, -0.04], [-0.03, 0.04, -0.05], [0.02, 0.02, 0.01], [-0.01, 0.00, 0.01], [-0.01, -0.02, -0.02], [0.00, -0.01, 0.00], [0.01, 0.01, 0.01], [-0.01, 0.00, 0.00], [0.01, 0.01, 0.00], [0.02, 0.01, 0.01], [-0.02, -0.02, 0.02], [0.00, 0.00, 0.00], [0.00, 0.00, 0.00], [0.00, 0.00, 0.00], [0.00, 0.00, 0.00], [0.00, 0.00, 0.00], [-0.01, 0.00, 0.00], [-0.03, 0.10, 0.05], [0.00, -0.04, -0.04], [0.02, -0.03, 0.01], [0.00, 0.00, -0.01], [-0.01, 0.00, 0.01], [0.00, 0.00, 0.00], [-0.01, 0.00, 0.00], [0.00, 0.00, 0.00], [0.00, 0.00, 0.00], [0.00, 0.00, 0.00], [0.01, 0.00, 0.00], [0.00, 0.00, 0.00], [0.00, 0.00, 0.00], [0.00, 0.00, 0.00], [0.00, 0.00, 0.00], [0.00, 0.00, 0.00]]}